DFT (ωB97M-V/def2-TZVPD) results for 15 unconnected molecules or ions with the total composition C66H168N14O4 at a distorted geometry.

Computed properties:
**Molecular weight**: 1222.2 g/mol
**Total charge**: +2
**Gap between HOMO and LUMO**: 0.1976 hartree

Geometry as XYZ:
```
252
Properties=species:S:1:pos:R:3:forces:R:3
O -0.504 -1.166 -0.572 0.2 0.1 -0.1
O -1.816 3.855 0.946 1.1 1.0 0.9
O -2.327 0.321 -1.913 -0.1 -0.3 0.0
O 0.293 2.367 2.333 -0.4 1.5 0.4
N 4.616 -0.237 5.410 -0.2 0.0 -0.5
N 1.521 3.707 -2.521 0.6 0.2 -0.1
N 3.689 -4.651 0.715 -0.2 0.5 -0.6
N -4.984 -2.207 -3.038 -0.3 1.0 0.4
N -2.694 5.890 -3.349 0.2 -0.8 -0.1
N -4.458 2.811 4.657 0.0 0.5 -0.7
N -0.707 5.122 -1.547 0.0 -0.1 -0.4
N -1.552 6.394 1.975 0.8 1.4 -0.6
N -1.242 -2.314 4.557 -0.1 0.1 -0.6
N 1.832 4.121 3.617 -0.2 0.1 0.4
N 6.737 0.829 0.249 -0.7 0.6 0.4
N -0.457 -1.976 -4.946 -0.7 -0.4 0.1
N -2.158 -2.404 -2.526 0.2 0.2 0.9
N -2.071 -5.233 -1.883 0.9 0.3 0.2
C 1.132 -3.283 -6.384 -0.3 -0.1 0.4
C -3.435 -7.235 -1.118 0.6 -0.1 1.1
C 3.300 -5.938 -1.399 -0.8 0.3 -0.3
C -0.640 -4.669 4.288 0.1 0.6 0.1
C -1.592 -5.891 -3.102 -0.6 -0.9 0.0
C -5.091 1.821 2.464 0.6 -0.2 0.3
C 5.403 0.974 -0.315 -0.2 -1.6 -0.3
C -1.285 -1.875 3.166 -0.6 0.3 -0.5
C -2.205 3.344 5.681 0.0 0.2 -0.5
C -0.792 -0.943 -5.926 0.4 0.3 0.5
C 1.876 3.894 -3.942 -0.5 0.3 -0.1
C 5.036 -5.923 2.356 -0.8 -0.7 0.0
C -2.524 -5.683 -4.280 0.2 0.4 -0.5
C -0.698 -0.013 -0.178 -0.8 0.1 0.7
C 7.734 0.863 -0.804 0.7 -0.8 -0.6
C 6.838 0.679 6.051 0.7 -0.7 -0.2
C -3.609 6.991 -1.291 -0.8 -0.6 -0.6
C 5.860 0.349 4.922 0.4 0.5 0.7
C -3.863 6.051 -2.479 -0.2 0.8 0.1
C -1.466 2.636 0.636 -1.1 2.2 -0.7
C -5.025 -1.207 -4.112 0.9 -0.1 -0.5
C -2.528 -1.058 2.825 -0.1 0.8 0.4
C 4.311 0.637 0.688 -0.4 0.9 0.4
C -3.616 3.813 5.285 0.4 0.1 0.5
C -1.231 -1.227 5.535 0.5 -0.7 -0.3
C -7.353 -2.971 -3.524 -0.3 0.0 0.1
C 3.636 -2.160 6.627 0.1 -1.0 -0.1
C 5.030 -5.115 1.062 0.3 -0.3 0.9
C -2.953 4.858 -4.360 0.7 -0.8 -0.4
C -1.805 0.804 -0.916 0.5 0.7 -0.5
C 2.644 4.204 -1.709 0.0 0.1 1.1
C 0.019 -0.348 5.522 -0.1 0.1 0.8
C 2.390 4.146 -0.191 -0.2 -0.2 -0.3
C 0.656 3.955 -4.848 0.2 0.1 -0.1
C -3.082 7.827 -4.939 -0.4 -0.1 0.3
C -0.164 -3.276 4.726 -0.4 -0.7 0.5
C -0.384 1.887 1.373 0.9 -1.2 0.2
C 0.549 -1.518 -3.985 -0.2 -0.1 -0.4
C -5.252 -1.495 -1.773 -0.5 -0.7 0.6
C 3.462 -3.330 1.301 0.0 -0.5 1.0
C 3.547 -4.588 -0.749 1.4 0.1 0.1
C -1.010 -5.335 -0.858 -0.9 0.1 0.3
C -4.623 1.591 5.416 -0.2 -0.6 0.6
C -3.361 -5.725 -1.371 -0.2 -0.6 -1.0
C -5.002 -2.361 -0.536 -0.1 0.5 0.0
C -1.285 -4.498 0.392 0.1 -0.7 -0.2
C 1.204 2.308 -2.188 -0.2 -0.6 0.0
C -0.082 0.600 0.949 -0.2 -0.2 -0.8
C 4.864 -1.586 5.935 -0.6 0.4 0.3
C -4.553 -1.788 -5.446 -0.3 -0.3 0.3
C -2.074 2.149 -0.490 0.5 -1.8 0.3
C 9.124 0.479 -0.314 0.4 0.8 1.0
C 6.981 1.762 1.351 0.7 0.3 -0.5
C -2.797 3.436 -3.836 -0.8 -0.7 0.0
C 1.117 -2.570 -3.052 0.8 0.3 0.3
C 3.697 -0.305 4.275 -0.8 -0.3 0.1
C 2.309 1.280 -2.419 0.2 0.1 -0.2
C -2.158 7.108 -3.953 -0.1 1.1 -0.2
C -0.189 -3.267 -5.601 0.8 0.4 0.2
C -1.452 0.282 -5.308 -0.4 -0.1 -0.3
C 3.009 1.014 3.937 0.5 0.2 -0.1
C -4.040 2.588 3.276 -0.8 -0.5 -0.1
C -5.898 -3.337 -3.270 0.2 0.0 -0.4
C 7.018 3.235 0.926 0.1 0.3 0.7
C -5.135 1.839 6.839 0.1 -0.1 -0.1
C 1.993 -3.009 1.511 0.0 0.9 -0.5
H 2.663 1.279 -3.452 0.0 0.1 0.0
H -4.000 -2.792 -0.510 0.0 -0.1 0.0
H 7.599 1.368 5.681 -0.2 0.3 0.2
H 9.079 -0.304 0.444 -0.1 -0.2 -0.2
H -1.940 7.855 -3.185 0.1 -0.3 0.3
H 1.352 -0.992 -4.524 0.2 0.0 0.2
H -1.444 -1.384 -6.679 0.0 0.0 0.0
H -1.687 -1.849 -1.782 0.2 -0.2 -0.2
H -2.722 8.829 -5.170 0.2 -0.1 0.0
H -2.139 -4.873 0.958 -0.1 0.0 -0.1
H 2.259 0.881 3.156 0.4 0.1 -0.3
H 5.164 -2.250 5.109 0.2 -0.1 0.1
H -4.313 -0.414 -3.861 -0.1 0.0 0.3
H 0.171 -5.396 4.340 0.0 -0.1 -0.1
H -3.604 3.114 -3.171 0.0 0.2 0.1
H -1.193 6.910 -4.426 -0.1 -0.4 0.0
H 0.189 4.661 -1.920 -0.2 -0.5 -0.2
H 4.510 -4.203 -1.134 -0.1 0.1 -0.2
H -3.118 1.988 3.213 0.2 0.3 0.0
H -2.392 -0.050 3.230 -0.3 0.0 0.2
H -7.946 -3.863 -3.731 0.1 -0.1 0.2
H 0.887 -0.879 5.924 0.0 -0.2 -0.3
H 2.415 4.838 -4.051 0.0 0.0 0.2
H -0.422 6.015 -1.161 -0.3 0.0 0.1
H 0.361 -3.140 -2.514 0.0 0.0 0.0
H 5.653 -1.517 6.682 0.2 0.0 -0.2
H -3.477 4.662 4.606 -0.3 -0.1 -0.2
H 3.919 -3.103 7.107 0.1 0.1 0.1
H -3.707 0.975 5.420 0.1 0.2 0.2
H -5.757 -3.140 -0.436 0.1 -0.1 0.0
H -2.219 4.923 -5.169 0.1 0.5 0.1
H 1.451 -2.720 0.605 0.0 -0.5 -0.1
H 5.413 -5.756 0.270 0.0 0.1 -0.1
H 2.828 -3.825 -1.048 -0.4 -0.3 0.2
H -4.115 -5.525 -2.135 0.0 0.4 0.1
H -3.511 -6.119 -4.132 0.0 0.0 0.2
H -4.637 -0.596 -1.703 0.2 -0.1 -0.3
H 2.300 3.117 0.160 0.0 0.0 0.1
H -3.885 3.562 2.811 0.2 0.0 0.0
H -2.393 6.890 2.274 -0.2 -0.5 0.2
H 1.892 -2.101 2.119 0.1 -0.2 0.3
H -5.101 -1.710 0.336 0.0 -0.1 0.1
H -3.917 4.956 -4.870 -0.1 0.2 0.3
H -4.330 1.929 7.569 0.0 0.3 0.0
H -2.644 -4.621 -4.516 -0.1 0.0 0.1
H 7.418 -0.198 6.350 -0.1 -0.1 0.0
H 6.268 1.667 2.170 -0.3 -0.4 -0.3
H -2.868 6.565 -0.614 0.2 0.3 0.0
H 4.196 1.443 1.421 0.1 -0.1 0.1
H 7.815 3.475 0.223 0.0 -0.1 -0.1
H 1.871 -3.249 -3.455 -0.4 -0.1 -0.5
H 4.265 -6.693 2.249 0.2 -0.1 0.0
H 0.670 0.029 1.477 0.1 0.1 0.0
H -5.765 2.729 6.844 0.1 0.1 0.1
H 2.285 -6.265 -1.158 0.1 -0.2 0.1
H 4.740 -5.377 3.254 0.2 0.3 -0.1
H -5.763 1.015 7.177 0.1 -0.1 -0.1
H -1.441 -3.446 0.156 0.2 0.1 0.1
H -1.732 0.947 -6.129 0.2 0.2 0.1
H 3.887 -3.383 2.309 0.1 0.0 0.0
H 0.258 0.065 4.542 -0.1 0.2 0.0
H -1.661 3.027 4.784 0.0 -0.2 0.1
H 2.873 -2.465 5.909 -0.2 0.3 0.1
H 3.802 1.718 3.660 -0.4 0.3 -0.2
H 2.738 3.855 3.232 -0.1 -0.1 0.0
H -1.317 -2.731 2.494 0.4 -0.2 0.2
H 6.369 1.039 6.965 -0.2 0.3 -0.2
H -0.048 4.744 -4.569 0.1 0.0 0.3
H 5.217 1.905 -0.874 0.1 0.2 0.2
H -1.501 -6.977 -2.955 0.1 0.0 0.1
H 4.527 -0.289 1.217 0.2 0.0 0.0
H 1.506 -3.841 2.015 -0.1 0.0 0.0
H -2.828 2.692 -1.040 0.0 0.2 0.2
H -1.174 6.976 1.221 -0.2 -0.2 -0.2
H -4.707 6.474 -3.039 0.0 0.0 -0.1
H -3.593 -5.135 -0.491 -0.2 -0.1 0.1
H 0.055 -3.352 5.796 0.2 0.2 0.0
H -2.747 -0.864 1.771 0.5 -0.5 -0.2
H 1.938 -2.999 -5.706 0.1 0.0 -0.1
H -0.827 6.467 2.686 -0.4 -0.4 0.4
H 1.613 5.090 3.411 0.3 0.1 0.0
H 4.039 -2.538 0.797 -0.2 0.0 -0.3
H -2.126 -6.140 -5.188 0.1 -0.1 0.1
H -7.507 -2.322 -4.388 0.2 0.0 0.0
H -0.561 -5.590 -3.296 -0.1 0.4 -0.1
H 5.740 -4.287 1.215 -0.1 0.2 -0.5
H -1.674 -2.185 -3.413 -0.4 0.1 -0.4
H -0.797 0.803 -4.610 0.0 0.1 0.0
H 7.427 0.110 -1.535 -0.1 0.1 0.0
H -0.926 -6.385 -0.554 0.4 0.0 0.0
H 2.846 -0.974 4.434 0.4 -0.3 0.5
H -1.665 5.411 1.612 -0.3 -1.4 0.0
H -1.042 -3.477 -6.245 0.0 -0.1 0.0
H -5.502 -3.897 -4.121 0.0 0.0 0.0
H -2.864 -7.510 -0.225 0.0 0.1 0.0
H 3.311 0.534 0.258 0.1 -0.1 -0.3
H -1.186 4.529 -0.851 0.2 0.0 0.5
H 4.242 -0.748 3.427 -0.2 0.3 -0.3
H 0.767 -3.010 4.203 0.0 0.2 0.0
H 2.431 1.423 4.771 0.3 -0.2 0.3
H 4.011 -6.711 -1.118 0.0 0.1 0.2
H 0.332 1.942 -2.739 -0.1 0.5 -0.2
H 1.469 4.683 0.065 0.0 -0.1 0.1
H 3.346 -5.831 -2.486 0.1 0.0 0.0
H 9.874 0.207 -1.053 -0.4 -0.1 -0.4
H 3.222 4.616 0.337 0.0 0.0 -0.1
H 1.356 -4.291 -6.731 0.0 0.1 -0.2
H 2.794 5.257 -1.952 0.1 -0.1 -0.3
H 3.577 3.658 -1.883 0.0 0.1 -0.3
H -3.433 -1.512 3.234 0.1 0.0 0.2
H 6.069 3.593 0.520 0.0 -0.2 -0.1
H -0.069 -5.003 -1.298 0.0 -0.1 -0.1
H 1.076 3.523 3.186 -0.4 -0.9 -0.7
H -2.089 -3.433 -2.333 -0.1 0.0 0.1
H -1.033 -4.610 3.275 0.0 -0.3 0.0
H -5.824 -4.021 -2.426 0.0 0.1 0.1
H -4.229 5.088 -2.122 0.4 -0.2 -0.1
H -4.556 7.056 -0.753 0.1 0.1 0.2
H -3.244 7.295 -5.874 0.0 -0.1 0.0
H -7.789 -2.469 -2.659 -0.1 -0.1 0.0
H -0.143 0.439 6.268 0.0 0.3 -0.3
H -1.277 -1.745 6.496 -0.2 0.3 0.2
H -6.063 2.309 2.483 0.0 0.0 -0.1
H -1.861 3.185 -3.333 0.1 0.4 0.0
H 7.941 1.483 1.789 0.0 0.1 0.0
H -2.879 2.739 -4.674 0.1 0.1 -0.1
H -1.448 -4.961 4.955 0.0 -0.2 -0.1
H -3.391 7.979 -1.687 0.4 0.1 0.4
H -3.163 -2.143 -2.488 0.3 -0.4 -0.9
H -1.432 5.296 -2.327 0.1 0.4 0.0
H -4.129 4.248 6.147 0.0 -0.2 0.1
H 1.008 4.232 -5.843 -0.2 -0.3 -0.1
H 0.104 3.016 -4.862 0.1 0.0 -0.2
H 5.667 1.293 4.409 -0.4 -0.1 0.0
H -2.381 0.038 -4.789 0.1 -0.1 0.1
H 7.804 1.810 -1.360 -0.2 0.1 0.1
H 1.697 -2.008 -2.312 -0.3 -0.1 0.3
H -2.132 -0.630 5.397 0.0 0.0 0.1
H -4.442 -7.589 -0.903 -0.1 0.2 -0.3
H -6.001 -0.719 -4.206 -0.1 -0.1 0.0
H -1.635 4.184 6.090 -0.1 -0.1 0.3
H -3.645 -2.383 -5.311 0.0 0.0 0.1
H 0.130 -0.590 -6.414 -0.1 -0.1 -0.2
H 2.574 3.125 -4.282 0.0 -0.1 0.0
H -2.238 2.518 6.388 0.2 0.1 0.1
H -2.992 -7.824 -1.918 -0.3 0.0 -0.2
H -0.136 -4.033 -4.826 -0.2 0.0 0.0
H -5.178 0.821 2.890 -0.2 0.0 -0.1
H -5.354 0.925 4.958 -0.1 0.4 -0.4
H 3.175 1.441 -1.781 0.0 -0.1 0.1
H -4.720 1.680 1.447 -0.2 0.2 -0.1
H 0.058 -0.785 -3.335 0.0 0.1 -0.1
H 5.341 0.166 -1.055 0.0 0.2 -0.3
H 6.363 -0.285 4.172 -0.1 -0.2 0.0
H 1.107 -2.581 -7.214 0.1 -0.1 -0.1
H -6.298 -1.165 -1.697 0.0 0.2 -0.2
H 7.203 3.835 1.823 0.1 0.0 -0.1
H 0.877 2.306 -1.148 0.1 -0.2 0.0
H 3.216 -1.532 7.410 0.0 0.3 -0.2
H 5.983 -6.428 2.544 0.1 0.2 0.0
H -4.310 -1.001 -6.158 -0.3 0.0 -0.1
H -0.415 -4.665 1.027 0.0 0.5 0.1
H 1.833 3.979 4.628 0.1 0.0 0.0
H -0.394 -1.278 2.930 0.1 -0.1 -0.2
H 9.565 1.345 0.196 0.0 -0.1 0.0
H -4.044 7.966 -4.439 -0.1 0.0 -0.3
H -5.321 -2.457 -5.836 0.1 0.1 -0.4
H 1.929 0.270 -2.271 -0.1 0.0 0.4
```
Forces are in eV/Å.